--- A ---
Here is C2H2FN3O as an isolated structure from OMol25. Energies are from wB97M-V/def2-TZVPD.

Results
Highest occupied orbital energy: -0.4019 Ha
Gap between HOMO and LUMO: 9.07 eV

XYZ file:
```
9
C2H2FN3O wB97M-V/def2-TZVPD
C 0.18 -0.70 1.05
C -0.38 -0.40 -0.26
N 0.19 -2.00 1.23
N -0.49 -1.75 -0.83
N -0.17 -2.57 0.02
O 0.06 0.50 -1.07
F -1.93 0.03 0.38
H 0.18 -0.05 1.92
H -0.37 0.70 -1.94
```



--- B ---
Here is a 2-piece molecular cluster, C2H2FN3O overall from OMol25. Energies are from wB97M-V/def2-TZVPD.

Results
Highest occupied orbital energy (alpha / beta): -0.4114 / -0.4113 Ha
Gap between HOMO and LUMO (alpha / beta): 8.46 / 8.46 eV

XYZ file:
```
9
C2H2FN3O wB97M-V/def2-TZVPD
C 0.42 1.03 0.01
C 0.02 -0.41 -0.34
N 0.69 1.03 1.29
N 0.29 -1.03 0.80
N 0.63 -0.20 1.74
O -0.17 -0.84 -1.52
F -1.65 0.33 0.13
H 0.40 1.76 -0.76
H -0.61 -1.67 -1.35
```



--- C ---
Here is a 2-piece molecular cluster, C2H2FN3O overall from OMol25. Energies are from wB97M-V/def2-TZVPD.

Results
Highest occupied orbital energy: -0.3599 Ha
Gap between HOMO and LUMO: 9.93 eV

XYZ file:
```
9
C2H2FN3O wB97M-V/def2-TZVPD
C 1.37 0.37 -0.32
C -2.03 0.74 1.06
N 0.89 1.38 -0.09
N -2.04 -0.09 0.24
N 1.93 -0.75 -0.62
O -2.08 -1.13 -0.29
F -1.74 1.94 1.37
H 1.65 -1.10 -1.54
H 2.05 -1.38 0.18
```



Quick one: most stable of them? A



--- A ---
Here is C30H29BCo2O8 as an isolated structure from OMol25. Energies are from wB97M-V/def2-TZVPD.

Results
Highest occupied orbital energy: -0.2399 Ha
Gap between HOMO and LUMO: 1.46 eV

XYZ file:
```
70
C30H29BCo2O8 wB97M-V/def2-TZVPD
C -2.58 3.03 3.35
C -3.88 2.40 2.84
C -5.03 3.37 3.08
O -3.76 2.14 1.47
B -3.22 0.80 1.38
C -4.18 -0.07 0.32
C -4.30 -1.45 0.48
C -5.12 -2.20 -0.37
C -5.84 -1.56 -1.39
C -5.75 -0.17 -1.53
C -4.93 0.58 -0.66
C -1.63 0.86 0.82
C -1.29 1.94 -0.14
C -0.70 0.00 1.24
O -3.29 0.11 2.65
C -4.10 0.92 3.47
C -3.66 0.77 4.91
C -5.56 0.49 3.34
H -2.70 3.33 4.40
H -1.74 2.33 3.27
H -2.36 3.92 2.77
H -5.16 3.53 4.16
H -4.80 4.33 2.61
H -5.97 2.98 2.67
H -3.74 -1.95 1.27
H -5.19 -3.28 -0.23
H -6.47 -2.14 -2.07
H -6.30 0.35 -2.31
H -4.87 1.66 -0.77
H -2.10 2.67 -0.24
H -0.38 2.46 0.18
H -1.08 1.53 -1.14
H 0.32 0.06 0.86
H -0.91 -0.79 1.97
H -4.25 1.44 5.56
H -3.84 -0.26 5.24
H -2.60 0.99 5.03
H -6.18 1.02 4.06
H -5.95 0.67 2.33
H -5.64 -0.59 3.55
O 6.43 -4.99 1.65
C 6.32 -4.16 0.85
Co 6.17 -3.03 -0.47
C 7.36 -3.66 -1.57
O 8.13 -4.06 -2.33
C 4.74 -3.42 -1.41
O 3.85 -3.68 -2.10
C 6.61 -1.07 -0.60
C 5.91 -0.45 -1.66
C 6.13 -0.21 -2.97
C 5.14 -0.31 -4.03
C 5.54 -0.69 -5.34
C 4.61 -0.82 -6.36
C 3.25 -0.56 -6.10
C 2.84 -0.16 -4.82
C 3.78 -0.04 -3.79
Co 5.01 -0.47 -0.11
C 4.87 -1.19 1.53
O 4.75 -1.58 2.61
C 3.35 -0.93 -0.61
O 2.24 -1.20 -0.77
C 4.87 1.27 0.23
O 4.76 2.39 0.49
H 7.62 -0.79 -0.28
H 7.17 -0.06 -3.30
H 6.60 -0.88 -5.51
H 4.93 -1.14 -7.35
H 2.51 -0.68 -6.90
H 1.79 0.05 -4.62
H 3.48 0.29 -2.80
```



--- B ---
Here is C30H29BCo2O8 as an isolated structure from OMol25. Energies are from wB97M-V/def2-TZVPD.

Results
Highest occupied orbital energy: -0.2352 Ha
Gap between HOMO and LUMO: 2.15 eV

XYZ file:
```
70
C30H29BCo2O8 wB97M-V/def2-TZVPD
C 4.85 -0.20 -2.24
C 4.57 0.80 -1.13
C 5.60 1.91 -1.22
O 3.31 1.41 -1.32
B 2.44 1.08 -0.21
C 2.43 2.33 0.89
C 2.16 2.09 2.24
C 2.36 3.12 3.18
C 2.80 4.39 2.75
C 3.00 4.63 1.39
C 2.81 3.59 0.46
C 0.90 0.80 -0.86
C -0.32 1.15 -0.11
C -1.54 1.19 -0.69
O 3.03 0.00 0.56
C 4.43 0.07 0.33
C 5.02 -1.34 0.37
C 5.12 0.88 1.40
H 5.88 -0.58 -2.16
H 4.15 -1.04 -2.20
H 4.73 0.29 -3.21
H 6.59 1.57 -0.91
H 5.64 2.25 -2.26
H 5.30 2.78 -0.63
H 1.80 1.12 2.60
H 2.19 2.92 4.24
H 3.01 5.18 3.48
H 3.32 5.60 1.02
H 2.97 3.79 -0.60
H 0.91 1.33 -1.84
H 0.89 -0.27 -1.10
H -0.17 1.32 0.96
H -2.28 1.96 -0.48
H -1.73 0.46 -1.47
H 6.10 -1.33 0.14
H 4.91 -1.76 1.38
H 4.52 -2.03 -0.31
H 6.20 0.92 1.22
H 4.72 1.90 1.45
H 4.95 0.42 2.38
O -4.85 -6.30 -3.77
C -4.86 -5.43 -3.00
Co -4.96 -4.02 -1.95
C -6.73 -4.25 -2.02
O -7.86 -4.37 -2.24
C -4.28 -4.61 -0.42
O -3.71 -4.89 0.55
C -5.06 -2.06 -2.08
C -4.52 -1.14 -1.20
C -4.85 -0.06 -0.46
C -4.69 -0.08 0.99
C -5.79 0.02 1.91
C -5.55 0.08 3.28
C -4.22 0.20 3.74
C -3.13 0.05 2.85
C -3.39 -0.26 1.52
Co -3.27 -2.11 -2.02
C -2.74 -3.67 -2.73
O -2.03 -4.45 -3.21
C -2.03 -2.44 -0.79
O -1.28 -2.78 0.03
C -2.52 -1.02 -3.26
O -2.11 -0.15 -3.92
H -5.82 -1.80 -2.83
H -5.44 0.74 -0.95
H -6.82 0.02 1.56
H -6.36 0.07 4.02
H -4.04 0.36 4.80
H -2.11 0.18 3.20
H -2.55 -0.51 0.86
```



Quick one: most stable of them? A



--- A ---
Here is an isolated molecule of C5H16N2Si2 from OMol25. Energies are from wB97M-V/def2-TZVPD.

Results
Highest occupied orbital energy: -0.2614 Ha
Gap between HOMO and LUMO: 6.20 eV

XYZ file:
```
25
C5H16N2Si2 wB97M-V/def2-TZVPD
C 0.19 -0.02 2.31
C 2.37 1.07 1.45
C -0.29 -2.78 -1.04
C -0.36 1.93 -2.39
C 1.20 0.05 1.10
N -2.21 -0.16 -1.00
N 0.54 0.30 -0.05
Si -1.79 -1.71 -0.73
Si -0.66 1.27 -0.63
H 0.25 0.92 2.86
H -0.85 -0.13 2.06
H 0.44 -0.73 3.14
H 1.78 2.07 1.69
H 3.10 1.07 0.65
H 2.74 0.91 2.49
H -0.68 -3.78 -0.82
H 0.29 -2.77 -1.99
H 0.46 -2.61 -0.23
H -1.36 2.43 -2.67
H 0.43 2.64 -2.47
H -0.16 1.22 -3.25
H 1.60 -1.01 1.09
H -2.78 0.20 -1.75
H -2.78 -2.52 -0.03
H -1.48 2.14 0.20
```



--- B ---
Here is a 2-piece molecular cluster, C5H16N2Si2 overall from OMol25. Energies are from wB97M-V/def2-TZVPD.

Results
Highest occupied orbital energy: -0.3104 Ha
Gap between HOMO and LUMO: 8.77 eV

XYZ file:
```
25
C5H16N2Si2 wB97M-V/def2-TZVPD
C -1.84 -1.35 -0.75
C -2.46 -0.15 1.40
C 0.82 2.74 -1.10
C 1.61 -1.26 -1.18
C -1.28 -0.66 0.50
N 3.02 0.09 1.22
N -0.61 0.46 0.08
Si 0.24 1.72 0.45
Si 2.16 -1.17 0.68
H -2.34 -2.29 -0.63
H -2.50 -0.62 -1.28
H -1.04 -1.52 -1.53
H -2.14 -0.46 2.45
H -3.47 -0.49 1.16
H -2.44 0.92 1.32
H 1.85 3.13 -0.91
H 0.67 2.33 -2.10
H 0.34 3.69 -1.19
H 2.28 -0.70 -1.71
H 1.75 -2.33 -1.67
H 0.54 -0.95 -1.36
H -0.45 -1.45 0.79
H 3.12 0.48 2.10
H 0.68 2.14 1.81
H 1.50 -2.30 1.44
```



Quick one: most stable of them? A



--- A ---
Here is C10H16Cl2N4RhSe3Te as an isolated structure from OMol25. Energies are from wB97M-V/def2-TZVPD.

Results
Highest occupied orbital energy (alpha / beta): -0.1225 / -0.1523 Ha
Net charge: -1
2S+1: 5
Gap between HOMO and LUMO (alpha / beta): 5.80 / 6.18 eV

XYZ file:
```
37
C10H16Cl2N4RhSe3Te wB97M-V/def2-TZVPD
Rh 0.15 -0.27 -0.81
N 0.75 -0.98 1.57
C 0.13 -0.08 2.54
C -0.18 1.27 1.91
N -0.93 1.17 0.68
C -2.33 0.76 0.76
C -2.57 -0.75 0.71
N -1.92 -1.37 -0.46
H 0.73 -1.95 1.86
H 1.73 -0.73 1.46
H 0.75 0.09 3.42
H -0.79 -0.54 2.91
H 0.76 1.77 1.67
H -0.71 1.88 2.66
H -0.88 2.03 0.12
H -2.84 1.24 -0.08
H -2.81 1.16 1.67
H -3.65 -0.91 0.72
H -2.16 -1.24 1.59
H -2.44 -1.18 -1.31
H -1.84 -2.37 -0.35
Se -1.34 3.35 -1.79
Se -1.48 1.13 -2.54
Te 0.56 0.52 -3.81
Se 2.61 0.37 -0.92
Cl 4.66 -1.86 2.35
C 3.57 -2.79 1.36
C 3.21 -4.04 1.80
C 2.30 -4.80 1.07
C 1.79 -4.27 -0.10
C 2.16 -3.00 -0.54
Cl 1.47 -2.46 -2.04
C 3.08 -2.17 0.16
N 3.55 -0.95 -0.16
H 3.63 -4.41 2.73
H 2.01 -5.79 1.40
H 1.10 -4.83 -0.72
```



--- B ---
Here is C10H16Cl2N4RhSe3Te as an isolated structure from OMol25. Energies are from wB97M-V/def2-TZVPD.

Results
Highest occupied orbital energy (alpha / beta): -0.1213 / -0.1460 Ha
Net charge: -1
2S+1: 5
Gap between HOMO and LUMO (alpha / beta): 5.91 / 5.64 eV

XYZ file:
```
37
C10H16Cl2N4RhSe3Te wB97M-V/def2-TZVPD
Rh 0.01 1.47 0.60
N 0.13 -0.87 -0.32
C 0.90 -1.81 0.49
C 2.11 -1.10 1.10
N 1.74 0.08 1.86
C 1.44 -0.14 3.27
C -0.01 -0.58 3.50
N -0.94 0.36 2.88
H -0.72 -1.28 -0.67
H 0.68 -0.59 -1.13
H 1.26 -2.67 -0.09
H 0.25 -2.19 1.28
H 2.78 -0.81 0.29
H 2.65 -1.83 1.74
H 2.45 0.80 1.78
H 1.59 0.81 3.78
H 2.11 -0.88 3.72
H -0.16 -0.68 4.58
H -0.18 -1.57 3.06
H -0.85 1.26 3.35
H -1.90 0.06 2.98
Se 1.81 3.56 3.07
Se -0.20 3.56 2.00
Te -0.06 4.91 -0.09
Se 1.44 2.00 -1.42
Cl 1.01 -0.54 -5.13
C -0.44 -0.33 -4.20
C -1.55 -1.04 -4.57
C -2.74 -0.91 -3.85
C -2.76 -0.05 -2.77
C -1.64 0.66 -2.39
Cl -1.84 1.74 -1.05
C -0.38 0.55 -3.06
N 0.80 1.14 -2.82
H -1.50 -1.70 -5.43
H -3.62 -1.47 -4.14
H -3.68 0.08 -2.20
```



Quick one: most stable of them? A



--- A ---
Here is a 2-piece molecular cluster, C17H23NO2 overall from OMol25. Energies are from wB97M-V/def2-TZVPD.

Results
Highest occupied orbital energy: -0.2250 Ha
Gap between HOMO and LUMO: 5.06 eV

XYZ file:
```
43
C17H23NO2 wB97M-V/def2-TZVPD
C 0.08 2.75 -0.72
C -1.11 2.53 0.12
C -2.37 2.12 -0.54
C -3.27 1.05 0.05
O -2.71 2.61 -1.63
C -1.06 2.58 1.57
C 0.28 2.55 2.29
O -2.10 2.68 2.26
H 0.78 3.44 -0.23
H 0.63 1.82 -0.94
H -0.20 3.18 -1.69
H -3.31 1.10 1.14
H -4.27 1.20 -0.36
H -2.91 0.06 -0.28
H 1.14 2.82 1.67
H 0.23 3.23 3.15
H 0.45 1.54 2.68
C -4.01 6.69 3.86
N -4.12 6.44 2.43
C -5.14 7.17 1.70
C -3.25 5.67 1.81
C -3.20 5.54 0.41
C -2.03 5.25 -0.26
C -1.93 5.40 -1.69
C -0.66 5.57 -2.31
C -0.55 5.75 -3.68
C -1.70 5.80 -4.48
C -2.96 5.64 -3.89
C -3.07 5.40 -2.53
H -4.88 7.29 4.17
H -3.98 5.75 4.43
H -3.09 7.25 4.09
H -5.76 7.69 2.43
H -4.68 7.90 1.02
H -5.76 6.49 1.10
H -2.53 5.12 2.43
H -4.11 5.75 -0.16
H -1.11 5.12 0.32
H 0.22 5.58 -1.66
H 0.45 5.88 -4.12
H -1.61 5.98 -5.56
H -3.87 5.71 -4.50
H -4.05 5.20 -2.10
```



--- B ---
Here is an isolated molecule of C17H23NO2 from OMol25. Energies are from wB97M-V/def2-TZVPD.

Results
Highest occupied orbital energy: -0.3022 Ha
Gap between HOMO and LUMO: 8.78 eV

XYZ file:
```
43
C17H23NO2 wB97M-V/def2-TZVPD
C 5.43 0.51 0.17
C 4.73 -0.44 -0.80
C 3.21 -0.29 -0.79
H 2.95 0.75 -1.00
H 2.79 -0.90 -1.59
C 2.58 -0.68 0.55
C 1.08 -0.66 0.48
C 0.35 -1.69 -0.03
C -1.08 -1.62 -0.08
C -1.84 -2.69 -0.57
C -3.21 -2.62 -0.60
C -3.85 -1.47 -0.13
C -3.12 -0.40 0.35
C -1.72 -0.45 0.38
N -0.96 0.59 0.86
C 0.43 0.55 0.95
O 1.05 1.49 1.41
C -1.58 1.85 1.26
C -2.01 2.70 0.07
C -0.82 3.08 -0.82
C -1.24 4.02 -1.94
H -2.01 3.56 -2.56
H -1.65 4.94 -1.53
H -0.39 4.27 -2.57
H -0.39 2.17 -1.25
H -0.05 3.55 -0.21
H -2.75 2.17 -0.53
H -2.48 3.61 0.45
H -2.42 1.64 1.92
H -0.82 2.38 1.83
H -3.65 0.46 0.71
H -4.92 -1.41 -0.14
H -3.80 -3.44 -0.98
H -1.32 -3.56 -0.92
O 0.91 -2.82 -0.52
H 1.87 -2.76 -0.43
H 2.87 0.05 1.31
H 2.95 -1.67 0.87
H 5.00 -1.47 -0.55
H 5.09 -0.24 -1.81
H 6.51 0.44 0.05
H 5.18 0.28 1.20
H 5.13 1.54 -0.03
```



Quick one: most stable of them? B



--- A ---
Here is a 2-piece molecular cluster, C4H14NOS overall from OMol25. Energies are from wB97M-V/def2-TZVPD.

Results
Highest occupied orbital energy: -0.4466 Ha
Net charge: +1
Gap between HOMO and LUMO: 8.73 eV

XYZ file:
```
21
C4H14NOS wB97M-V/def2-TZVPD
C -1.75 -0.47 -0.20
C -0.79 -1.47 0.46
C 0.72 -1.70 0.38
S 1.90 -0.97 1.55
C 2.19 0.50 0.53
N -1.57 0.97 0.40
H -1.67 -0.50 -1.30
H -2.91 -0.63 0.05
H -1.35 -2.47 0.18
H -0.99 -1.50 1.54
H 1.08 -1.51 -0.67
H 0.75 -2.82 0.53
H 1.84 0.56 -0.50
H 3.29 0.61 0.54
H 1.78 1.38 0.90
H -2.18 1.28 1.06
H -0.48 1.20 0.69
H -1.53 1.57 -0.46
H 0.13 1.55 -2.32
H 1.19 2.37 -1.85
O 0.36 2.05 -1.51
```



--- B ---
Here is C4H14NOS as an isolated structure from OMol25. Energies are from wB97M-V/def2-TZVPD.

Results
Highest occupied orbital energy: -0.4824 Ha
Net charge: +1
Gap between HOMO and LUMO: 4.10 eV

XYZ file:
```
21
C4H14NOS wB97M-V/def2-TZVPD
C 1.05 -0.46 1.20
C 0.27 0.68 0.58
C 0.81 2.04 0.76
C -0.02 3.02 -0.23
S -1.83 2.61 -0.35
N -0.02 0.46 -0.85
H 2.08 -0.41 0.76
H 0.64 -1.39 0.87
H 1.06 -0.53 2.37
H -0.65 0.85 1.09
H 0.66 2.38 1.77
H 1.88 2.13 0.40
H 0.18 2.84 -1.24
H 0.12 4.08 -0.17
H -4.50 -6.20 0.10
H -0.48 -0.42 -1.21
H -4.75 -5.55 -0.10
H -1.00 1.23 -1.02
H 2.11 -7.65 0.32
H 1.60 -7.97 -1.18
O 2.24 -7.50 -0.64
```



Quick one: most stable of them? A



--- A ---
Here is an isolated molecule of C7H11NO from OMol25. Energies are from wB97M-V/def2-TZVPD.

Results
Highest occupied orbital energy (alpha / beta): -0.2375 / -0.3167 Ha
Gap between HOMO and LUMO (alpha / beta): 5.75 / 9.06 eV

XYZ file:
```
20
C7H11NO wB97M-V/def2-TZVPD
C 2.24 -2.26 -0.48
C 0.12 1.23 -2.25
C 1.62 -2.09 0.70
C -0.78 1.36 -0.88
C 0.69 -1.07 1.01
C -1.86 2.44 -0.81
C 0.09 -1.07 2.37
N -0.79 0.48 0.08
O 0.27 -0.35 0.01
H 3.19 -2.82 -0.53
H 1.76 -1.74 -1.30
H 0.86 0.40 -2.41
H -0.20 2.06 -3.01
H 1.97 -2.53 1.60
H -2.84 2.03 -0.90
H -1.99 3.11 0.06
H -1.69 3.09 -1.70
H -0.59 -1.86 2.46
H -0.35 -0.22 2.79
H 0.80 -1.34 3.06
```



--- B ---
Here is an isolated molecule of C7H11NO from OMol25. Energies are from wB97M-V/def2-TZVPD.

Results
Highest occupied orbital energy (alpha / beta): -0.3085 / -0.3086 Ha
Gap between HOMO and LUMO (alpha / beta): 9.12 / 9.12 eV

XYZ file:
```
20
C7H11NO wB97M-V/def2-TZVPD
C 3.26 0.68 -0.04
C -2.69 -1.85 -0.76
C 2.76 0.25 1.07
C -2.38 -0.66 -0.30
C 0.29 0.05 0.21
C 1.27 0.21 1.37
C -1.96 0.43 -1.16
N -0.43 1.01 -0.34
O -0.37 2.23 -0.04
H 4.26 0.74 -0.30
H 2.57 1.14 -0.81
H -2.98 -2.72 -0.12
H -2.66 -2.06 -1.81
H 3.37 -0.02 1.95
H -2.37 -0.46 0.73
H 0.12 -0.97 -0.12
H 1.04 -0.64 1.94
H 1.12 1.14 2.09
H -2.45 1.37 -1.28
H -1.77 0.14 -2.27
```



--- C ---
Here is C7H11NO as an isolated structure from OMol25. Energies are from wB97M-V/def2-TZVPD.

Results
Highest occupied orbital energy (alpha / beta): -0.2390 / -0.2373 Ha
Gap between HOMO and LUMO (alpha / beta): 7.30 / 7.26 eV

XYZ file:
```
20
C7H11NO wB97M-V/def2-TZVPD
C 1.63 -1.86 0.27
C -1.58 1.53 0.84
C -1.59 -1.49 -0.57
C 0.89 1.27 0.05
C 0.84 -0.65 -0.05
C -0.53 0.84 0.05
C -0.49 -0.51 -0.34
N 1.40 2.18 -0.88
O 1.61 0.85 1.02
H 0.95 2.19 -1.78
H 2.42 2.17 -0.89
H 2.17 -2.19 -0.62
H 2.38 -1.60 1.02
H 1.03 -2.68 0.67
H -1.24 1.66 1.87
H -2.53 0.99 0.84
H -1.73 2.54 0.43
H -2.57 -1.02 -0.45
H -1.53 -2.33 0.12
H -1.54 -1.88 -1.59
```



--- D ---
Here is an isolated molecule of C7H11NO from OMol25. Energies are from wB97M-V/def2-TZVPD.

Results
Highest occupied orbital energy: -0.3222 Ha
Gap between HOMO and LUMO: 9.53 eV

XYZ file:
```
20
C7H11NO wB97M-V/def2-TZVPD
C 1.67 -0.40 -0.30
C 1.35 1.07 -0.76
C 0.17 1.80 -0.08
C -0.97 1.20 0.24
C -1.46 -0.22 0.40
C -0.68 -1.33 -0.35
C 0.63 -1.48 -0.42
H 2.31 -1.26 1.43
H 1.43 0.03 1.65
H 2.50 -0.78 -0.95
H 2.29 1.62 -0.59
H 1.28 1.06 -1.81
H 0.28 2.82 0.17
H -1.83 1.91 0.53
H -1.53 -0.41 1.48
H -3.02 0.28 -0.74
H -1.28 -2.09 -0.81
H 0.94 -2.51 -0.54
N 2.18 -0.34 1.06
O -2.86 -0.27 0.04
```



Quick one: most stable of them? D